[1]
A cluster of 2 separate species, C11H30NO4P2 in total. Source: the Open Molecules 2025 dataset; level of theory: wB97M-V/def2-TZVPD.

```
48
Properties=species:S:1:pos:R:3
C 0.52 1.84 -2.68
C 0.39 0.49 -2.92
C -0.83 -0.21 -2.41
P -0.77 -2.07 -2.37
C 0.95 -2.17 -1.56
C 1.07 -1.52 -0.18
C 0.57 -2.45 0.95
C -2.56 -2.22 -3.14
P -3.86 -1.49 -2.16
O -4.28 -0.16 -2.65
O -3.32 -1.38 -0.65
O -5.12 -2.47 -2.13
H 0.67 2.23 -1.68
H 0.52 2.53 -3.51
H 1.16 -0.08 -3.42
H -1.12 0.13 -1.41
H -1.64 0.08 -3.08
H -0.30 -2.85 -3.46
H -1.28 -2.76 -1.24
H 1.76 -1.83 -2.22
H 1.14 -3.24 -1.43
H 0.60 -0.54 -0.12
H 2.13 -1.37 0.02
H 0.82 -3.49 0.71
H 1.13 -2.24 1.86
H -0.50 -2.36 1.12
H -2.63 -1.82 -4.15
H -2.78 -3.29 -3.18
H -3.76 -0.64 -0.23
H -5.88 -1.90 -2.32
C 2.50 2.78 3.86
C 1.17 2.05 3.79
C 1.11 0.90 2.79
O 1.05 1.40 1.47
C 2.29 1.53 0.77
N 0.11 3.03 3.33
H 2.69 3.38 2.97
H 2.53 3.45 4.72
H 3.31 2.06 3.97
H 0.88 1.71 4.78
H 0.19 0.33 2.94
H 1.94 0.21 2.93
H 3.04 0.82 1.14
H 2.68 2.54 0.86
H 2.11 1.32 -0.28
H 0.18 3.94 3.79
H -0.83 2.66 3.47
H 0.23 3.14 2.31
```

* molecular weight: 302.31 g/mol
* E_tot: -40142.354 eV
* net charge: +1

***

[2]
A cluster of 2 separate species, C15H25O2Si in total. Source: the Open Molecules 2025 dataset; level of theory: wB97M-V/def2-TZVPD.

```
43
Properties=species:S:1:pos:R:3
C -3.27 0.23 1.67
C -2.03 -0.11 0.92
C -1.89 -1.47 0.34
C -1.03 0.82 0.80
O 0.14 0.50 0.15
Si 1.58 1.21 0.68
C 3.03 0.62 -0.36
C 1.56 3.08 0.55
C 1.90 0.73 2.46
O -1.23 2.12 1.34
C -1.74 3.03 0.38
H -3.95 -0.62 1.73
H -3.03 0.55 2.68
H -3.80 1.05 1.18
H -2.76 -2.08 0.55
H -1.77 -1.41 -0.74
H -1.01 -1.97 0.75
H 3.95 1.08 0.00
H 3.13 -0.46 -0.29
H 2.89 0.90 -1.40
H 2.53 3.49 0.85
H 1.37 3.38 -0.47
H 0.79 3.49 1.20
H 2.82 1.19 2.81
H 1.08 1.06 3.08
H 1.99 -0.35 2.54
H -1.77 4.03 0.80
H -1.11 3.02 -0.51
H -2.75 2.74 0.09
C -1.69 -3.10 3.55
C -1.90 -2.42 4.74
C -1.05 -2.27 5.82
C 0.24 -2.77 5.97
C 0.97 -3.53 5.08
C 0.62 -3.98 3.82
C -0.57 -3.79 3.14
H -2.52 -3.10 2.85
H -2.86 -1.94 4.83
H -1.43 -1.69 6.65
H 0.73 -2.53 6.90
H 1.97 -3.80 5.40
H 1.36 -4.56 3.30
H -0.63 -4.25 2.16
```

* molecular weight: 265.45 g/mol
* E_tot: -27926.237 eV
* net charge: +1

***

[3]
An isolated molecule of C5H9OP. Source: the Open Molecules 2025 dataset; level of theory: wB97M-V/def2-TZVPD.

```
16
Properties=species:S:1:pos:R:3
C 1.50 -0.17 1.99
C 0.63 0.66 1.35
C -0.84 -1.33 -1.06
C -0.63 0.04 -0.64
C -0.79 0.39 0.92
O -1.96 -0.51 -1.44
P -0.01 1.32 -1.85
H 2.51 0.13 2.07
H 1.22 -1.12 2.37
H 1.09 1.64 1.08
H -0.27 -1.59 -1.94
H -1.09 -2.00 -0.21
H -1.21 -0.46 1.49
H -1.28 1.39 0.75
H -0.17 0.78 -3.11
H 1.31 0.83 -1.78
```

* molecular weight: 116.10 g/mol
* E_tot: -16663.349 eV
* SMILES string: C=CC[C@@]1(P)CO1
* net charge: 0
* energy above the lowest of the compared OMol25 structures with the same formula, charge and spin: 3.5408 eV

***

[4]
A structure of composition C41H41CaFP2. Source: the Open Molecules 2025 dataset; level of theory: wB97M-V/def2-TZVPD.

```
86
Properties=species:S:1:pos:R:3
Ca 1.41 -1.31 2.02
C -2.74 0.19 5.99
C -2.70 0.01 4.65
C -3.19 1.02 3.64
C -2.10 1.70 2.86
C -1.37 2.73 3.71
C -1.60 3.07 4.98
C -2.72 2.81 5.94
C -2.68 1.47 6.73
C 3.21 -0.23 2.79
H -2.77 -0.67 6.67
H -2.37 -0.94 4.20
H -3.75 1.80 4.16
H -3.83 0.51 2.89
H -1.42 0.96 2.39
H -2.50 2.28 2.02
H -0.43 3.10 3.26
H -0.79 3.65 5.45
H -3.72 3.04 5.54
H -2.49 3.56 6.73
H -1.70 1.49 7.26
H -3.45 1.51 7.53
H 2.91 -0.66 3.78
H 3.16 0.87 2.96
H 4.28 -0.38 2.67
P 0.09 -2.21 -3.13
P 1.99 0.29 -3.57
C -0.57 -0.69 -3.88
C 0.26 0.35 -4.13
C -0.65 -3.37 -4.43
C -1.79 -3.07 -5.19
C -2.19 -3.90 -6.24
C -1.55 -5.12 -6.47
C -0.42 -5.44 -5.69
C 0.06 -4.55 -4.72
C -1.00 -2.34 -1.65
C -0.74 -1.52 -0.53
C -1.57 -1.60 0.59
C -2.66 -2.50 0.59
C -2.85 -3.37 -0.49
C -2.03 -3.28 -1.62
C 2.61 0.86 -5.26
C 2.38 0.08 -6.42
C 2.81 0.53 -7.67
C 3.45 1.77 -7.81
C 3.63 2.57 -6.68
C 3.19 2.13 -5.42
C 2.06 1.87 -2.62
C 3.24 2.04 -1.87
C 3.43 3.19 -1.10
C 2.42 4.17 -1.06
C 1.25 4.01 -1.81
C 1.08 2.87 -2.61
H -1.61 -0.64 -4.19
H 0.00 1.19 -4.80
H -2.38 -2.19 -4.99
H -3.02 -3.60 -6.88
H -1.90 -5.81 -7.24
H 0.09 -6.39 -5.85
H 0.98 -4.78 -4.17
H 0.09 -0.80 -0.55
H -1.44 -0.90 1.44
H -3.35 -2.50 1.44
H -3.65 -4.10 -0.46
H -2.20 -3.93 -2.47
H 1.85 -0.87 -6.35
H 2.65 -0.08 -8.56
H 3.79 2.12 -8.79
H 4.11 3.54 -6.76
H 3.27 2.80 -4.57
H 4.01 1.26 -1.89
H 4.35 3.30 -0.51
H 2.56 5.06 -0.44
H 0.46 4.75 -1.76
H 0.19 2.76 -3.22
F 0.34 -0.30 8.98
C 0.56 -0.41 7.62
C 0.87 0.75 6.88
C 1.18 0.61 5.49
C 1.08 -0.64 4.91
C 0.79 -1.79 5.64
C 0.48 -1.66 7.03
H 0.86 1.73 7.35
H 1.50 1.50 4.95
H 0.78 -2.77 5.17
H 0.14 -2.52 7.63
```

* molecular weight: 654.80 g/mol
* E_tot: -82908.993 eV
* net charge: 0

***

[5]
A structure of composition C15H32N5OP3Rh. Source: the Open Molecules 2025 dataset; level of theory: wB97M-V/def2-TZVPD.

```
57
Properties=species:S:1:pos:R:3
Rh -0.15 -0.07 0.19
P 0.58 1.98 0.11
P 1.60 -1.48 0.62
N -1.71 0.64 -0.92
N -1.01 -1.82 -0.54
H -3.21 0.01 -2.11
H -3.05 -2.30 -0.58
H -3.66 -0.14 -0.40
C -2.80 -0.21 -1.12
H -2.29 -2.10 -2.17
C -2.33 -1.69 -1.14
H -2.58 2.53 -1.34
H -0.80 -3.85 -1.03
C -1.67 1.88 -1.68
C -0.31 -2.95 -0.59
H -0.93 3.55 -0.62
C -0.46 2.73 -1.18
H 0.14 3.13 -2.00
H 2.83 -1.25 -0.02
H 1.96 -1.86 1.95
H 1.94 2.13 -0.25
H 0.46 2.86 1.19
O 2.38 0.05 -2.07
C 1.99 -0.08 -3.26
C 1.75 1.25 -4.04
C 1.27 -1.29 -3.88
H -1.82 1.84 -2.79
H 1.19 1.90 -3.35
H 2.63 1.86 -4.31
H 1.18 1.08 -4.97
H 0.73 -1.67 -3.01
H 0.60 -0.89 -4.68
H 1.92 -2.10 -4.22
C 1.00 -3.02 -0.09
H 1.62 -3.93 -0.17
C -0.78 -0.41 5.34
N -0.06 0.78 4.81
C -1.01 1.93 4.78
N -2.25 1.67 4.00
C -2.91 0.45 4.53
N -2.01 -0.76 4.54
C -1.67 -1.19 3.16
P -0.78 0.15 2.21
C 0.54 0.53 3.51
C -1.97 1.56 2.56
H -1.09 -0.23 6.39
H -0.10 -1.27 5.29
H -0.50 2.81 4.36
H -1.30 2.20 5.81
H -3.77 0.22 3.90
H -3.24 0.65 5.57
H -1.05 -2.10 3.23
H -2.60 -1.49 2.65
H 1.11 1.42 3.18
H 1.26 -0.30 3.59
H -2.90 1.40 2.00
H -1.53 2.50 2.19
```

* molecular weight: 494.28 g/mol
* E_tot: -56425.014 eV
* net charge: +2
* spin multiplicity: 6

***

[6]
An isolated molecule of C4H2O2. Source: the Open Molecules 2025 dataset; level of theory: wB97M-V/def2-TZVPD.

```
8
Properties=species:S:1:pos:R:3
O 2.06 1.10 1.73
C 1.04 0.75 1.20
C 0.61 0.86 -0.18
C -0.05 0.29 -1.03
C -1.06 -0.78 -1.16
O -1.14 -1.56 -0.24
H 0.27 0.17 1.71
H -1.73 -0.83 -2.03
```

* molecular weight: 82.06 g/mol
* E_tot: -8271.343 eV
* SMILES string: O=CC#CC=O
* net charge: 0
* energy above the lowest of the compared OMol25 structures with the same formula, charge and spin: 1.1854 eV

***

[7]
A structure of composition C9H28BNO3P2Sr. Source: the Open Molecules 2025 dataset; level of theory: wB97M-V/def2-TZVPD.

```
45
Properties=species:S:1:pos:R:3
Sr 0.75 0.03 0.89
H 3.47 0.03 -2.70
H -0.86 -0.20 -1.45
P -0.06 -2.49 -0.56
P -0.06 2.60 -0.40
C 1.64 3.14 0.12
H 1.63 4.25 0.09
H 1.88 2.80 1.14
H 2.39 2.77 -0.60
C -0.22 3.58 -1.98
H -1.30 3.80 -2.13
H 0.36 4.53 -1.96
H 0.15 2.94 -2.79
C -1.00 3.68 0.76
H -0.93 3.25 1.76
H -0.60 4.71 0.76
H -2.06 3.69 0.44
C 0.86 -3.23 -1.98
H 0.88 -4.33 -1.90
H 0.36 -2.95 -2.91
H 1.90 -2.86 -2.01
C 1.03 -3.14 0.81
H 0.54 -3.08 1.80
H 1.22 -4.19 0.56
H 2.00 -2.60 0.86
C -1.41 -3.73 -0.41
H -2.04 -3.71 -1.31
H -1.02 -4.76 -0.28
H -2.03 -3.48 0.46
C -1.74 -0.50 1.34
O -2.82 -0.86 1.52
H -2.42 -0.75 -1.93
H -2.16 0.85 -1.85
H -0.43 0.98 -3.71
H -0.48 -1.11 -3.70
B -0.88 -0.05 -3.40
N -1.68 -0.02 -2.10
H 3.54 0.04 -3.45
C 2.29 0.59 4.78
C 1.70 0.35 3.42
O 0.92 1.28 2.96
O 1.99 -0.72 2.76
H 1.52 1.06 5.39
H 3.15 1.28 4.70
H 2.62 -0.37 5.22
```

* molecular weight: 358.71 g/mol
* E_tot: -37502.997 eV
* net charge: +1
* energy above the lowest of the compared OMol25 structures with the same formula, charge and spin: 0.4464 eV
* spin multiplicity: 2

***

[8]
A cluster of 2 separate species, CHPS3 in total. Source: the Open Molecules 2025 dataset; level of theory: wB97M-V/def2-TZVPD.

```
6
Properties=species:S:1:pos:R:3
C 0.71 -0.51 -1.41
P -1.92 1.08 0.70
S 1.70 -1.36 -0.63
S -0.42 -0.20 -2.42
S -0.68 0.31 2.06
H 0.60 0.69 1.71
```

* molecular weight: 140.19 g/mol
* E_tot: -42845.407 eV
* net charge: 0
* energy above the lowest of the compared OMol25 structures with the same formula, charge and spin: 1.5096 eV

***

Question: Which of these has the highest molecular weight?
Answer: C41H41CaFP2